A single C3H4O3 molecule, computed with ωB97M-V with the def2-TZVPD basis set.

Values from the calculation:
Energy above the lowest of the compared OMol25 structures with the same formula, charge and spin (kJ/mol): 149.34
E_HOMO (hartree): -0.3766
Orbital gap (eV): 10.29
LUMO (eV): 0.04

```
! RIJCOSX wB97M-V def2-TZVPD def2/J DEFGRID3
* xyz 0 1
O -0.069 -0.972 -1.284
C 0.242 0.112 -0.466
C 1.061 -0.365 0.742
O 1.800 0.338 1.378
C -1.022 0.749 0.092
O -2.066 0.141 0.072
H -0.992 -1.205 -1.089
H 0.830 0.865 -1.005
H 0.881 -1.435 0.977
H -0.937 1.758 0.530
*
```

Mulliken charges in e:
1 O -0.55
2 C 0.10
3 C -0.03
4 O -0.46
5 C 0.03
6 O -0.50
7 H 0.36
8 H 0.30
9 H 0.35
10 H 0.39

---

2 unconnected molecules or ions with the total composition C11H8ClN2O6S2, computed with ωB97M-V with the def2-TZVPD basis set.

Values from the calculation:
E_HOMO (hartree): -0.1041
Orbital gap (eV): 3.82
LUMO (eV): 0.99

```
! RIJCOSX wB97M-V def2-TZVPD def2/J DEFGRID3
* xyz -1 1
Cl 2.131 -0.060 0.616
C 0.546 -0.382 0.834
S -0.370 -0.214 2.270
C -2.086 -0.235 1.667
C -2.741 0.966 1.389
C -4.081 0.941 0.985
C -4.756 -0.277 0.848
C -4.072 -1.475 1.079
C -2.733 -1.457 1.484
O -0.269 -1.406 3.086
O -0.191 1.093 2.859
H 0.001 -0.798 -0.012
H -2.210 1.912 1.492
H -4.595 1.881 0.784
H -5.810 -0.293 0.562
H -4.577 -2.433 0.954
H -2.197 -2.388 1.664
O 6.480 0.474 6.211
N 6.104 -0.291 5.299
O 6.400 -1.510 5.235
C 5.303 0.222 4.231
C 5.028 1.546 3.990
C 4.530 1.673 2.677
N 4.469 2.909 1.976
O 4.222 2.857 0.750
O 4.675 3.977 2.587
C 4.434 0.450 1.964
S 4.967 -0.866 2.888
H 5.215 2.350 4.686
H 4.429 0.390 0.885
*
```

Mulliken charges in e:
1 Cl -0.23
2 C -0.56
3 S 1.00
4 C -0.01
5 C -0.26
6 C -0.47
7 C -0.37
8 C -0.45
9 C -0.30
10 O -0.66
11 O -0.66
12 H 0.33
13 H 0.40
14 H 0.33
15 H 0.34
16 H 0.33
17 H 0.34
18 O -0.58
19 N 0.94
20 O -0.60
21 C 0.00
22 C -0.34
23 C 0.17
24 N 0.97
25 O -0.56
26 O -0.61
27 C -0.62
28 S -0.10
29 H 0.49
30 H 0.73

---

9 unconnected molecules or ions with the total composition C19H56NO19S, computed with ωB97M-V with the def2-TZVPD basis set.

Values from the calculation:
Energy above the lowest of the compared OMol25 structures with the same formula, charge and spin (kJ/mol): 66.11
E_HOMO (hartree): -0.2307
Orbital gap (eV): 7.72
LUMO (eV): 1.44

```
! RIJCOSX wB97M-V def2-TZVPD def2/J DEFGRID3
* xyz -1 1
C -0.352 6.117 -0.473
N 0.311 4.688 -0.283
C 1.767 4.714 -0.391
C -0.047 4.107 1.010
C -0.192 3.822 -1.374
C -1.690 3.718 -1.614
O -2.007 2.749 -2.511
H 0.087 6.722 0.311
H -1.468 6.176 -0.516
H -0.094 6.541 -1.654
H 2.341 3.847 -0.347
H 2.100 5.045 0.398
H 2.114 5.098 -1.234
H -0.208 2.963 1.183
H -1.122 4.354 1.050
H 0.323 4.437 1.979
H 0.302 2.823 -1.159
H 0.312 4.094 -2.451
H -1.936 4.615 -1.976
H -2.237 3.402 -0.569
H -1.710 1.975 -2.063
S -0.311 0.197 -0.377
O -0.933 0.674 -1.638
O -0.438 -1.235 -0.274
O 1.127 0.466 -0.348
O -0.899 0.673 0.801
C 0.363 -4.560 -0.516
C -0.275 -5.909 -0.233
O 0.575 -6.847 0.454
O -0.360 -3.689 -1.256
H 1.342 -4.738 -1.007
H 0.698 -4.074 0.348
H -0.535 -6.347 -1.122
H -1.112 -5.604 0.408
H 0.192 -7.541 0.983
H -0.287 -2.827 -0.856
C 1.920 1.384 -4.277
C 1.213 0.045 -4.220
O -0.197 0.335 -4.245
O 3.253 1.052 -3.972
H 1.562 2.088 -3.663
H 1.793 1.615 -5.275
H 1.357 -0.483 -3.210
H 1.606 -0.779 -4.778
H -0.537 0.532 -3.283
H 3.220 0.716 -3.073
C -1.798 -3.164 2.201
C -2.070 -3.981 3.442
O -3.254 -4.818 3.352
O -0.471 -2.568 2.214
H -2.450 -2.393 2.163
H -1.873 -3.804 1.331
H -1.762 -3.405 4.353
H -1.479 -4.856 3.502
H -4.068 -4.377 3.588
H -0.668 -2.038 1.357
C -1.884 1.969 4.016
C -3.162 2.080 3.060
O -2.738 2.464 1.903
O -1.080 0.933 3.638
H -2.252 1.814 5.075
H -1.280 2.906 4.022
H -3.783 2.807 3.378
H -3.874 1.247 3.010
H -2.152 1.713 1.561
H -0.997 0.745 2.734
C 4.021 -2.520 -2.086
C 3.117 -1.784 -1.099
O 3.094 -0.398 -1.292
O 4.158 -3.933 -1.921
H 5.025 -2.076 -1.978
H 3.565 -2.134 -2.909
H 3.507 -1.874 -0.119
H 2.027 -2.213 -1.020
H 2.330 -0.082 -0.888
H 4.651 -4.091 -1.213
C 2.653 0.452 2.185
C 3.632 0.665 3.347
O 3.376 -0.127 4.471
O 2.922 1.443 1.288
H 1.762 0.318 2.660
H 3.013 -0.583 1.954
H 3.586 1.674 3.409
H 4.643 0.726 3.140
H 2.496 -0.066 4.904
H 2.057 1.120 0.714
C -3.597 -1.936 -0.909
C -3.586 -1.256 -2.351
O -3.587 0.154 -2.069
O -3.205 -3.258 -1.016
H -4.562 -1.770 -0.288
H -2.632 -1.487 -0.445
H -4.619 -1.316 -2.923
H -2.585 -1.526 -2.808
H -2.715 0.543 -2.403
H -2.417 -3.120 -0.892
*
```

Mulliken charges in e:
1 C -0.82
2 N 0.58
3 C -1.70
4 C -0.95
5 C 0.31
6 C -0.66
7 O -0.59
8 H 0.40
9 H 0.35
10 H 0.25
11 H 0.43
12 H 0.89
13 H 0.55
14 H 0.28
15 H 0.47
16 H 0.42
17 H -0.68
18 H 0.31
19 H 0.68
20 H 0.23
21 H 0.23
22 S -1.26
23 O 0.66
24 O 0.43
25 O 0.20
26 O -1.35
27 C -0.04
28 C -0.66
29 O -0.58
30 O -0.63
31 H 0.40
32 H 0.33
33 H 0.33
34 H 0.23
35 H 0.30
36 H 0.38
37 C -0.17
38 C 0.44
39 O -0.71
40 O -0.66
41 H -0.07
42 H 0.47
43 H -0.52
44 H 0.51
45 H 0.37
46 H 0.43
47 C 0.54
48 C -0.89
49 O -0.55
50 O -0.52
51 H 0.24
52 H -0.23
53 H 0.38
54 H 0.30
55 H 0.28
56 H 0.09
57 C -0.21
58 C -0.67
59 O -0.49
60 O -0.53
61 H 0.31
62 H 0.14
63 H 0.48
64 H 0.25
65 H 0.45
66 H 0.50
67 C -1.10
68 C 0.30
69 O -0.67
70 O -0.51
71 H 0.30
72 H 0.48
73 H 0.43
74 H -0.09
75 H 0.42
76 H 0.30
77 C 0.69
78 C -1.10
79 O -0.59
80 O -0.75
81 H -0.11
82 H -0.15
83 H 0.47
84 H 0.49
85 H 0.32
86 H 0.47
87 C 0.40
88 C -0.24
89 O -0.59
90 O -0.51
91 H 0.33
92 H -0.45
93 H 0.19
94 H 0.18
95 H 0.30
96 H 0.06

---

A single C24H24N4O3 molecule, computed with ωB97M-V with the def2-TZVPD basis set.

Values from the calculation:
Energy above the lowest of the compared OMol25 structures with the same formula, charge and spin (kJ/mol): 0.00
E_HOMO (hartree): -0.2988
Orbital gap (eV): 8.90
LUMO (eV): 0.77

```
! RIJCOSX wB97M-V def2-TZVPD def2/J DEFGRID3
* xyz 0 1
C 7.476 0.053 -0.117
H 7.346 0.628 0.805
O 6.457 -0.902 -0.280
C 5.171 -0.471 -0.398
C 4.767 0.858 -0.362
C 3.424 1.175 -0.492
C 2.469 0.188 -0.665
C 2.880 -1.142 -0.703
C 4.210 -1.470 -0.570
H 4.538 -2.496 -0.600
H 2.143 -1.919 -0.844
C 1.004 0.519 -0.786
N 0.250 -0.085 0.291
C -0.456 -1.248 0.176
N -0.644 -1.976 -0.912
C -1.394 -3.050 -0.729
C -1.948 -3.430 0.494
C -1.744 -2.663 1.630
C -0.975 -1.521 1.466
N -0.582 -0.526 2.320
C 0.137 0.295 1.603
C 0.676 1.578 2.131
H 1.031 1.417 3.149
H 1.507 1.915 1.513
C -0.435 2.652 2.146
C -1.052 2.685 0.756
O -0.598 3.371 -0.137
N -2.083 1.812 0.619
C -2.626 1.285 -0.559
C -2.281 1.718 -1.828
C -2.813 1.094 -2.945
C -3.690 0.039 -2.797
C -4.056 -0.397 -1.532
C -3.534 0.218 -0.408
O -3.827 -0.129 0.887
C -4.754 -1.162 1.108
H -5.737 -0.909 0.699
H -4.409 -2.108 0.678
H -4.825 -1.263 2.189
H -4.744 -1.221 -1.436
H -4.102 -0.455 -3.664
H -2.533 1.436 -3.929
H -1.593 2.540 -1.933
H -2.385 1.307 1.442
H 0.003 3.623 2.373
H -1.179 2.398 2.901
H -2.160 -2.932 2.588
H -2.537 -4.333 0.547
H -1.558 -3.648 -1.615
H 0.847 1.600 -0.792
H 0.594 0.095 -1.708
H 3.126 2.214 -0.471
H 5.483 1.655 -0.234
H 7.525 0.739 -0.970
H 8.404 -0.514 -0.059
*
```

Mulliken charges in e:
1 C -0.84
2 H 0.33
3 O -0.46
4 C 0.93
5 C -0.53
6 C -0.62
7 C 0.00
8 C -0.36
9 C -0.84
10 H 0.44
11 H 0.49
12 C -1.21
13 N 1.27
14 C 0.17
15 N -0.38
16 C -0.71
17 C -0.54
18 C -0.63
19 C 0.51
20 N -0.83
21 C 0.12
22 C -0.53
23 H 0.47
24 H 0.02
25 C -0.75
26 C 0.42
27 O -0.64
28 N 0.03
29 C 0.02
30 C -0.57
31 C -0.78
32 C -0.72
33 C -0.44
34 C 0.94
35 O -0.36
36 C -1.02
37 H 0.38
38 H 0.38
39 H 0.26
40 H 0.41
41 H 0.40
42 H 0.40
43 H 0.53
44 H 0.27
45 H 0.46
46 H 0.33
47 H 0.51
48 H 0.44
49 H 0.47
50 H 0.48
51 H 0.47
52 H 0.46
53 H 0.38
54 H 0.34
55 H 0.24

---

A molecular structure, C8H19AuN5O4, computed with ωB97M-V with the def2-TZVPD basis set.

Values from the calculation:
E_HOMO (hartree): -0.4440
Orbital gap (eV): 9.57
LUMO (eV): -2.52

```
! RIJCOSX wB97M-V def2-TZVPD def2/J DEFGRID3
* xyz 1 1
Au -0.929 0.910 -1.273
N -0.675 -0.968 -2.146
C -0.068 -1.989 -1.253
C 0.433 -3.208 -2.075
C -0.227 -4.561 -1.764
C 0.421 -5.319 -0.612
N 0.381 -4.552 0.620
C -0.312 -4.784 1.705
N -0.229 -3.892 2.706
N -1.116 -5.847 1.851
C 1.053 -1.386 -0.356
O 1.480 -2.158 0.542
O 1.459 -0.234 -0.599
H -1.530 -1.329 -2.557
H -0.036 -0.775 -2.915
H -0.864 -2.307 -0.578
H 1.517 -3.303 -1.981
H 0.241 -2.990 -3.129
H -0.151 -5.201 -2.645
H -1.295 -4.424 -1.563
H 1.471 -5.499 -0.847
H -0.046 -6.296 -0.490
H 0.909 -3.635 0.588
H 0.393 -3.105 2.610
H -0.691 -4.043 3.584
H -1.151 -6.573 1.159
H -1.563 -6.031 2.731
N 1.623 1.822 0.462
C 1.733 2.934 -0.533
C 0.316 3.355 -0.986
O 0.209 4.175 -1.853
O -0.639 2.716 -0.335
H 2.268 1.897 1.242
H 1.693 0.890 0.011
H 0.631 1.890 0.759
H 2.295 2.599 -1.400
H 2.232 3.796 -0.100
*
```

Mulliken charges in e:
1 Au 0.51
2 N -0.76
3 C 0.40
4 C -0.96
5 C -0.48
6 C -0.99
7 N -0.03
8 C 0.86
9 N -0.37
10 N -0.35
11 C 0.29
12 O -0.89
13 O -0.74
14 H 0.31
15 H 0.38
16 H 0.41
17 H 0.33
18 H 0.47
19 H 0.39
20 H 0.29
21 H 0.29
22 H 0.43
23 H 0.31
24 H 0.20
25 H 0.18
26 H 0.15
27 H 0.21
28 N -0.21
29 C -0.41
30 C 0.58
31 O -0.56
32 O -0.85
33 H 0.34
34 H 0.21
35 H 0.44
36 H 0.25
37 H 0.37